Record 1
This record from the OMol25 dataset describes C5H12SSi in the gas phase in a non-equilibrium geometry. The level of theory is ωB97M-V/def2-TZVPD.

Element x y z (Å)
S (1.37746, 0.15769, 1.22466)
Si (-0.70364, -0.01084, 0.54817)
C (-1.98150, 0.48927, 1.82616)
C (-0.99786, 0.96923, -1.13996)
C (3.45695, 0.13316, -0.92183)
C (-0.78743, -1.94356, 0.12744)
C (2.31627, 0.72973, -0.58091)
H (0.10517, -2.34772, 0.72220)
H (3.61993, -0.83340, -0.42763)
H (0.02479, 1.15331, -1.60612)
H (-1.49256, 0.87134, 2.69145)
H (-2.60179, 1.19516, 1.33876)
H (-0.72243, -2.09741, -0.89706)
H (-1.61008, 0.46175, -1.86318)
H (-1.55947, 2.00356, -0.90792)
H (1.65778, 1.51863, -0.87057)
H (-2.38075, -0.51200, 2.03794)
H (4.02124, 0.38651, -1.82045)
H (-1.74208, -2.32441, 0.51885)

Computed properties:
LUMO level ... 0.754 eV
Orbital gap ... 9.453 eV
Spin multiplicity ... 1
Net charge ... 0
Relative energy (zero: lowest compared OMol25 entry of this formula, charge and spin) ... 31.0 kcal per mole
SMILES string ... C=CS[Si](C)(C)C

Record 2
This record from the OMol25 dataset describes C5H12Si in the gas phase in a non-equilibrium geometry. The level of theory is ωB97M-V/def2-TZVPD.

Element x y z (Å)
Si (-1.88166, -1.06500, -0.65834)
C (1.14573, -0.38428, -1.44396)
C (0.64531, 0.16716, -0.25040)
C (-0.73781, 0.21023, 1.84096)
C (1.61657, 1.07396, 0.41276)
C (-0.51055, -0.30517, 0.45453)
H (-1.55110, -1.08720, -2.21396)
H (0.55414, -1.16952, -2.01450)
H (-1.95988, -2.46109, -0.14600)
H (1.45272, 0.52280, -2.03633)
H (-1.17670, -0.59333, 2.45185)
H (2.36313, 0.66322, 1.14520)
H (2.12368, 1.59085, -0.51953)
H (2.12844, -0.80667, -1.07481)
H (-1.59654, 0.91784, 1.87633)
H (1.03153, 1.80114, 1.01456)
H (-3.09787, -0.28391, -0.44409)
H (0.22890, 0.44368, 2.33778)

Computed properties:
LUMO level ... 0.921 eV
Orbital gap ... 9.261 eV
Spin multiplicity ... 1
Net charge ... 0
Relative energy (zero: lowest compared OMol25 entry of this formula, charge and spin) ... 43.2 kcal per mole
SMILES string ... CC(C)=C(C)[SiH3]

Record 3
This record from the OMol25 dataset describes 2 unconnected molecules or ions with the total composition C5H12Si in a non-equilibrium geometry. The level of theory is ωB97M-V/def2-TZVPD.

Element x y z (Å)
Si (3.40390, 0.05785, 0.80646)
C (-1.25614, 0.45026, -0.00819)
C (2.91767, 0.05051, -0.89243)
C (0.14568, 0.83957, 0.54904)
C (-3.22629, -0.92122, -0.56671)
C (-1.83290, -0.69346, -0.01842)
H (0.13391, 1.56756, 1.34171)
H (-3.96924, -1.08921, 0.14263)
H (1.94252, -0.41653, -1.19374)
H (-1.80459, 1.42965, -0.36894)
H (0.57763, 0.01670, 0.99687)
H (-3.59295, 0.03009, -1.09721)
H (4.62932, 0.65780, 1.12902)
H (2.86386, 0.94785, -1.56856)
H (-3.27941, -1.68307, -1.35096)
H (2.83979, -0.67295, 2.08305)
H (-1.38563, -1.67195, 0.22046)
H (0.89286, 1.10054, -0.20407)

Computed properties:
LUMO level ... -0.055 eV
Orbital gap ... 8.380 eV
Spin multiplicity ... 1
Net charge ... 0
Relative energy (zero: lowest compared OMol25 entry of this formula, charge and spin) ... 89.6 kcal per mole
SMILES string ... C=[SiH2].C/C=C/C

Record 4
This record from the OMol25 dataset describes 2 unconnected molecules or ions with the total composition C5H13BNO2 in a non-equilibrium geometry. The level of theory is ωB97M-V/def2-TZVPD.

Element x y z (Å)
O (1.62026, -1.48405, 0.56793)
O (3.66420, -0.41972, -0.17415)
N (-0.69096, -0.29893, 1.02534)
C (-1.59848, -0.26853, 0.17304)
C (-2.90569, 0.48059, 0.28804)
C (-1.33359, -0.85971, -1.13911)
C (1.07435, 1.68729, -0.64580)
C (1.62582, 0.94461, 0.27936)
B (2.40372, -0.40456, 0.16691)
H (1.10608, 1.38960, -1.62768)
H (0.15914, -0.79050, 0.98043)
H (1.70900, 1.21107, 1.30233)
H (-2.13772, -1.55091, -1.28751)
H (-3.36625, 0.53610, 1.18659)
H (-3.56333, 0.03236, -0.43443)
H (-0.83384, -0.00180, 1.91511)
H (-2.75278, 1.50835, 0.02044)
H (-0.25857, -1.33889, -1.29455)
H (4.43520, -0.73941, 0.25390)
H (-1.30247, -0.13507, -1.98926)
H (0.96557, 2.80017, -0.45460)
H (1.98034, -2.29805, 0.88769)

Computed properties:
LUMO level ... -3.588 eV
Orbital gap ... 9.937 eV
Spin multiplicity ... 1
Net charge ... +1
Relative energy (zero: lowest compared OMol25 entry of this formula, charge and spin) ... 49.2 kcal per mole

Record 5
This record from the OMol25 dataset describes 2 unconnected molecules or ions with the total composition C5H13BS in a non-equilibrium geometry. The level of theory is ωB97M-V/def2-TZVPD.

Element x y z (Å)
S (-1.80374, -1.35789, -0.16395)
C (1.39993, -1.63286, -0.00273)
C (2.53350, -0.71792, -0.37802)
C (-3.23357, -0.16788, -0.00695)
C (0.17150, 1.82307, -0.41303)
C (-0.04546, 0.87708, 0.79766)
B (-0.40940, -0.46819, 0.29864)
H (2.36339, 0.35994, -0.18864)
H (2.75284, -0.83849, -1.46256)
H (1.63008, -2.30889, 0.92797)
H (-4.09165, -0.69263, 0.43780)
H (-2.87086, 0.49168, 0.75355)
H (1.13898, -2.50344, -0.64758)
H (0.20272, 2.88533, 0.03846)
H (1.07569, 1.41021, -1.01567)
H (-0.74635, 1.78349, -1.09804)
H (0.83546, 1.06540, 1.38598)
H (3.44102, -1.09962, 0.24617)
H (-3.57922, -0.06855, -1.03727)
H (-0.76487, 1.16015, 1.52821)

Computed properties:
LUMO level ... 0.535 eV
Orbital gap ... 8.791 eV
Spin multiplicity ... 1
Net charge ... 0
Relative energy (zero: lowest compared OMol25 entry of this formula, charge and spin) ... 44.7 kcal per mole

Record 6
This record from the OMol25 dataset describes 2 unconnected molecules or ions with the total composition C5H13ClN2Si in a non-equilibrium geometry. The level of theory is ωB97M-V/def2-TZVPD.

Element x y z (Å)
Cl (-3.24179, 1.12535, 2.60451)
Si (0.04851, 1.08556, -0.26553)
N (-0.49652, 1.39347, -1.84338)
N (1.17046, -1.23111, 0.34068)
C (1.57825, -1.03129, 1.71959)
C (-1.49406, 0.95604, 0.68968)
C (0.15076, -2.28233, 0.22178)
C (0.44443, 1.15425, -2.97964)
C (-1.67117, 1.01482, 1.98561)
H (-0.55380, -2.11426, 1.10362)
H (-1.36348, 0.91638, -2.02521)
H (0.74849, -0.87713, 2.35664)
H (-0.31677, -2.10568, -0.81857)
H (1.50673, 1.08122, -2.67451)
H (1.24299, 2.04796, -0.10469)
H (0.34439, 2.00325, -3.65332)
H (2.07636, -1.90758, 2.13093)
H (-0.94154, 0.94791, 2.73581)
H (0.81065, -3.21345, 0.18216)
H (-2.41282, 0.90809, 0.00240)
H (2.29838, -0.09687, 1.87032)
H (0.07154, 0.22539, -3.57888)

Computed properties:
LUMO level (spin up / spin down) ... 0.226 / 0.227 eV
Orbital gap (spin up / spin down) ... 7.419 / 7.420 eV
Spin multiplicity ... 1
Net charge ... 0
Relative energy (zero: lowest compared OMol25 entry of this formula, charge and spin) ... 132.4 kcal per mole